13
Properties=species:S:1:pos:R:3 method="wB97M-V/def2-TZVPD" e_homo_ev=-8.319 e_above_lowest_kcal_mol=133.52 orbital_gap_ev=9.252 lumo_energy_ha=0.0343
H -1.01 -0.48 2.16
H -0.52 1.32 2.12
H 0.66 -2.01 -1.41
C -0.03 0.89 -0.06
C 1.08 -0.17 -0.26
N -1.43 0.58 0.42
C 0.21 -1.29 -0.72
H -0.04 0.48 -2.28
H -0.52 -1.73 -0.04
C 0.07 0.09 -1.29
H 0.36 1.90 0.03
H 2.15 -0.04 -0.27
C -0.99 0.47 1.61

***

13
Properties=species:S:1:pos:R:3 method="wB97M-V/def2-TZVPD" e_homo_ev=-8.097 e_above_lowest_kcal_mol=115.65 orbital_gap_ev=8.110 lumo_energy_ha=0.0005
C -0.42 0.70 -0.25
N 1.40 -0.50 0.74
H 1.31 1.68 0.91
C 1.03 0.84 0.27
H -1.18 -0.77 1.27
C -1.31 -0.34 0.29
H -0.74 -0.95 -1.82
H 0.78 -0.80 1.50
C -0.34 -0.72 -0.84
H -2.35 -0.31 -0.04
H 1.61 0.94 -0.66
H -0.86 1.51 -0.83
C 1.02 -1.17 -0.52

***

13
Properties=species:S:1:pos:R:3 method="wB97M-V/def2-TZVPD" e_homo_ev=-9.216 smiles=C#CCN1CC1 e_above_lowest_kcal_mol=78.36 orbital_gap_ev=10.377 lumo_energy_ha=0.0426
C -1.79 0.13 0.01
C 1.69 0.23 -0.13
H 0.21 1.49 -0.91
H 3.27 -1.38 -0.44
H -1.02 -1.71 1.03
H -1.86 0.51 -1.01
H -0.26 -1.33 -0.59
C 2.52 -0.62 -0.30
H 0.80 1.97 0.67
C 0.52 1.10 0.07
H -2.70 0.22 0.59
N -0.55 0.37 0.75
C -0.84 -0.97 0.26

***

13
Properties=species:S:1:pos:R:3 method="wB97M-V/def2-TZVPD" e_homo_ev="-7.376 / -7.179" e_above_lowest_kcal_mol=104.95 orbital_gap_ev="7.798 / 7.436" lumo_energy_ha="0.0155 / 0.0094"
N -0.33 -0.21 0.41
H 0.60 -2.08 0.30
H 2.69 -1.27 -0.70
H -2.07 -0.07 1.51
H -1.02 -1.56 1.83
C -0.27 1.05 -0.01
H -0.64 2.83 -1.03
C -0.86 1.78 -0.92
H 2.05 0.45 -0.65
C -1.24 -0.69 1.25
C 1.90 -0.59 -0.45
H -1.60 1.39 -1.62
C 0.77 -1.03 0.08